a | Formula: CH10N2O4
Source: OMol25
Level of theory: wB97M-V/def2-TZVPD

The geometry in XYZ format:
```
17
Properties=species:S:1:pos:R:3:nbo_charge:R:1
N -1.5578 -0.6134 1.2871 -0.879
C -1.1140 0.6974 1.1717 0.804
N -1.8506 1.5075 2.1025 -0.872
O -0.0877 0.8923 0.5311 -0.676
H -1.7057 -0.9249 2.1964 0.388
H -1.1968 -1.1723 0.4993 0.427
H -1.3371 2.2119 2.5651 0.402
H -2.7324 1.0909 2.4380 0.407
O 2.1699 -1.0835 -2.5066 -0.957
H 2.6509 -1.5855 -1.7358 0.465
H 2.2304 -0.1796 -2.0680 0.492
O -1.0871 -1.9786 -1.8164 -0.988
H -0.2527 -1.5860 -2.1196 0.508
H -1.3256 -2.8226 -2.1827 0.482
O 2.6918 1.2662 -0.0686 -0.965
H 1.7517 1.3308 0.0487 0.500
H 2.9652 0.4233 0.4859 0.463
```

Values from the calculation:
* highest occupied orbital energy: -10.0 eV
* Kohn-Sham gap: 10.52 eV



b | Formula: CH10N2O4
Source: OMol25
Level of theory: wB97M-V/def2-TZVPD

The geometry in XYZ format:
```
17
Properties=species:S:1:pos:R:3:nbo_charge:R:1
N -1.1307 0.1328 0.4902 -0.568
C 0.2537 -0.0912 0.9405 0.296
N 0.0413 -0.5462 2.3273 -0.764
O 1.1575 0.9485 0.8628 -0.488
H -1.2396 -0.4438 -0.3599 0.431
H -1.2467 1.1197 0.1260 0.431
H -0.5995 0.1749 2.7295 0.369
H 0.9013 -0.3724 2.8477 0.373
H 0.2858 3.0731 -0.9073 0.467
H 0.2011 -1.2795 -1.7495 0.489
O -0.7313 -2.2550 -0.9717 -0.868
H 0.6579 1.6650 0.1422 0.471
H 0.7188 -0.9584 0.3737 0.374
O -0.1057 2.3049 -0.5814 -0.921
H -0.8686 -2.8673 -1.7400 0.451
H 0.8173 -0.1066 -2.6632 0.459
O 0.8873 -0.4985 -1.8668 -1.001
```

Values from the calculation:
* highest occupied orbital energy: -9.9 eV
* Kohn-Sham gap: 4.43 eV



Most stable: a



a | Formula: C4H9N3O2
Source: OMol25
Level of theory: wB97M-V/def2-TZVPD

The geometry in XYZ format:
```
18
Properties=species:S:1:pos:R:3:nbo_charge:R:1
C 0.0688 0.3969 0.5413 -0.117
C -0.4648 -0.2467 -0.9697 -0.516
C 0.5180 -1.3001 0.6422 0.716
C -0.0323 1.1486 -1.3519 0.655
N -0.2091 -1.9500 1.5689 -0.827
N -0.9324 0.8141 1.3932 -0.855
N 1.2546 1.1918 -1.8915 -0.848
O 1.5884 -1.6529 0.2025 -0.640
O -0.8180 2.1110 -1.3870 -0.673
H 1.0624 0.7671 0.7740 0.253
H 0.0610 -2.8785 1.8491 0.409
H -1.0615 -1.5480 1.9212 0.389
H -1.5949 0.2141 1.8628 0.365
H -1.3961 1.6361 0.9918 0.400
H 1.9172 0.5311 -1.4979 0.395
H 1.5789 2.1308 -2.0703 0.394
H 0.0045 -1.0102 -1.5819 0.255
H -1.5449 -0.3553 -0.9969 0.244
```

Values from the calculation:
* highest occupied orbital energy: -8.4 eV
* Kohn-Sham gap: 9.07 eV



b | Formula: C4H9N3O2
Source: OMol25
Level of theory: wB97M-V/def2-TZVPD

The geometry in XYZ format:
```
18
Properties=species:S:1:pos:R:3:nbo_charge:R:1
C 0.1651 2.7563 -1.1194 -0.441
N 0.3586 1.4185 -0.5979 -0.553
C -0.6220 0.6205 -0.4805 0.382
N -1.8677 0.8282 -0.8482 -0.797
C -0.4346 -0.7331 0.2435 0.577
O -1.3837 -1.4994 0.3364 -0.655
N 0.7880 -1.0338 0.7402 -0.112
C 0.9548 -2.3318 1.3454 -0.440
O 1.9498 -0.2672 0.4779 -0.562
H 1.0482 3.3873 -1.1534 0.218
H -0.5883 3.2866 -0.5126 0.188
H -0.2834 2.7112 -2.1153 0.178
H -2.5721 0.0689 -0.7843 0.445
H -1.9857 1.6762 -1.3650 0.396
H 1.8037 -2.7577 0.8627 0.212
H -0.0240 -2.8245 1.1410 0.258
H 1.0722 -2.2777 2.4688 0.202
H 1.6676 0.5004 -0.0491 0.504
```

Values from the calculation:
* highest occupied orbital energy: -8.7 eV
* Kohn-Sham gap: 9.46 eV



Most stable: b



a | Formula: F3HN2O2S
Source: OMol25
Level of theory: wB97M-V/def2-TZVPD

The geometry in XYZ format:
```
9
Properties=species:S:1:pos:R:3:nbo_charge:R:1
N -1.9808 0.1773 -0.2634 -0.434
N 1.9132 -1.1872 -0.0708 0.613
O 0.8164 -1.0304 0.3699 -0.255
O -1.0123 2.3235 0.6207 -0.810
F -1.8041 -1.1857 -0.4972 -0.175
F 2.9192 -0.6792 1.0068 -0.323
F 2.3462 -0.1786 -1.1090 -0.279
S -1.0852 0.9124 0.9389 1.271
H -2.1126 0.8479 -0.9959 0.392
```

Values from the calculation:
* highest occupied orbital energy (spin up / spin down): -11.6 / -8.8 eV
* Kohn-Sham gap (spin up / spin down): 9.85 / 4.96 eV



b | Formula: F3HN2O2S
Source: OMol25
Level of theory: wB97M-V/def2-TZVPD

The geometry in XYZ format:
```
9
Properties=species:S:1:pos:R:3:nbo_charge:R:1
N 1.8742 -0.0947 -0.1984 -0.451
N -2.3266 -0.1705 -0.0062 0.586
O -1.3661 0.3807 -0.4239 -0.426
O 1.1332 2.1597 0.2370 -0.766
F 2.2511 -1.0918 -1.1321 -0.185
F -2.4385 -0.0433 1.5101 -0.345
F -2.1573 -1.7677 -0.0720 -0.405
S 0.8759 1.0944 -0.6978 1.543
H 2.1542 -0.4666 0.7833 0.449
```

Values from the calculation:
* highest occupied orbital energy (spin up / spin down): -10.0 / -8.9 eV
* Kohn-Sham gap (spin up / spin down): 7.23 / 5.38 eV



Most stable: a



a | Formula: C5H16N3
Source: OMol25
Level of theory: wB97M-V/def2-TZVPD

The geometry in XYZ format:
```
24
Properties=species:S:1:pos:R:3:nbo_charge:R:1
C -0.2125 -1.1457 -2.0414 -0.233
C 0.9982 -1.4891 -2.8927 -0.627
C -0.9006 0.6996 -0.5703 0.690
N -0.0055 0.1766 -1.4094 -0.535
N -1.8569 -0.0313 -0.0514 -0.740
N -0.7995 2.0187 -0.2140 -0.789
H -1.0843 -1.1003 -2.6906 0.221
H -0.2761 -1.8604 -1.2244 0.209
H 1.8557 -1.8090 -2.3006 0.229
H 1.3690 -0.6724 -3.5100 0.220
H 0.6711 0.7979 -1.7976 0.419
H -1.9299 -1.0389 -0.0900 0.431
H -2.4586 0.3205 0.6613 0.431
H -0.1575 2.5349 -0.7992 0.400
H -0.5853 2.2263 0.7458 0.425
H 0.7553 -2.3041 -3.5684 0.247
C 0.9751 -0.1551 2.3148 -0.621
C 0.1113 0.8470 3.0986 -0.611
H 1.9026 -0.3541 2.8602 0.230
H 0.4897 -1.1322 2.2519 0.202
H 1.3242 0.1774 1.3428 0.187
H -0.8497 0.9846 2.6144 0.168
H 0.6743 1.7828 3.1415 0.213
H -0.0100 0.5264 4.1286 0.235
```

Values from the calculation:
* highest occupied orbital energy: -15.0 eV
* charge: +1
* Kohn-Sham gap: 12.12 eV



b | Formula: C5H16N3
Source: OMol25
Level of theory: wB97M-V/def2-TZVPD

The geometry in XYZ format:
```
24
Properties=species:S:1:pos:R:3:nbo_charge:R:1
C -0.8194 -2.1703 0.0293 -0.480
C -1.9526 -0.0926 0.9315 0.694
N -1.6911 -1.3742 0.8863 -0.545
N -1.8699 0.6216 -0.2277 -0.753
N -2.3034 0.6772 2.0435 -0.833
H -2.1071 -2.0470 1.5245 0.446
H -1.2156 0.2360 -0.9198 0.426
H -1.9412 1.6137 -0.1268 0.424
H -1.7697 0.4270 2.8426 0.436
H -3.2182 1.1013 1.8978 0.442
H 0.2149 -1.7025 0.0348 0.233
H -0.9209 -2.4258 -1.0164 0.242
H -0.8119 -3.2340 0.3458 0.251
C 2.3123 1.0352 -0.6274 -0.413
C 1.8753 -0.1716 0.2531 -0.596
C 1.4841 1.3864 -1.8202 -0.619
H 2.3260 1.9706 -0.0599 0.205
H 3.3634 0.8191 -0.8259 0.222
H 1.5246 0.3396 1.1588 0.210
H 1.2946 0.5933 -2.5612 0.204
H 0.4742 1.7459 -1.6924 0.182
H 2.7284 -0.8955 0.4478 0.237
H 1.0172 -0.7103 -0.2082 0.147
H 2.0060 2.2568 -2.3099 0.239
```

Values from the calculation:
* highest occupied orbital energy: -14.0 eV
* charge: +1
* Kohn-Sham gap: 10.57 eV



c | Formula: C5H16N3
Source: OMol25
Level of theory: wB97M-V/def2-TZVPD

The geometry in XYZ format:
```
24
Properties=species:S:1:pos:R:3:nbo_charge:R:1
C 0.5029 -2.1632 -0.5704 -0.647
C 0.5751 -0.6764 -0.3356 -0.074
C 1.6489 0.0246 -1.2152 -0.242
N 2.6163 0.5682 -0.2311 -0.865
N -0.7278 -0.0093 -0.6068 -0.664
C -1.7940 -0.3108 0.3042 -0.237
C -1.9306 0.8765 1.3440 -0.250
N -0.9389 1.9431 1.0700 -0.689
H 1.3997 -2.7394 -0.4078 0.238
H -0.1501 -2.6633 0.1502 0.218
H 0.2332 -2.4148 -1.5942 0.220
H 0.8950 -0.4127 0.6695 0.205
H 2.1601 -0.6840 -1.8788 0.191
H 1.3804 0.8053 -1.9257 0.208
H 3.2105 -0.1923 0.0722 0.369
H 3.1772 1.3280 -0.5887 0.376
H -0.9557 -0.2229 -1.5666 0.395
H -2.7297 -0.2119 -0.2499 0.223
H -1.8682 -1.2113 0.9096 0.218
H -2.9221 1.2932 1.4899 0.234
H -1.6977 0.4187 2.3065 0.223
H -1.3468 2.7016 0.5207 0.435
H -0.2072 1.5114 0.4725 0.473
H -0.5304 2.4418 1.8612 0.443
```

Values from the calculation:
* highest occupied orbital energy: -12.7 eV
* charge: +1
* Kohn-Sham gap: 9.53 eV



Most stable: a



a | Formula: CH5NO2
Source: OMol25
Level of theory: wB97M-V/def2-TZVPD

The geometry in XYZ format:
```
9
Properties=species:S:1:pos:R:3:nbo_charge:R:1
C -0.4518 -0.4484 0.0646 0.575
N -1.6372 0.4638 -0.0941 -0.881
O -0.5436 -1.5354 -0.5792 -0.528
H 0.5837 0.6304 1.2994 0.069
H -2.2712 0.1902 -0.8412 0.388
H -2.1067 0.4998 0.8312 0.391
H 2.8405 0.4489 0.0689 0.473
H 1.4041 -0.3404 -0.1448 0.471
O 2.1821 0.0912 -0.6046 -0.957
```

Values from the calculation:
* highest occupied orbital energy: -10.2 eV
* Kohn-Sham gap: 8.66 eV



b | Formula: CH5NO2
Source: OMol25
Level of theory: wB97M-V/def2-TZVPD

The geometry in XYZ format:
```
9
Properties=species:S:1:pos:R:3:nbo_charge:R:1
O 0.4134 1.4385 0.2308 -0.627
C 0.3744 0.8492 -0.8326 0.648
O -0.2260 -0.3230 -1.1093 -0.713
H 0.8554 1.2570 -1.7260 0.099
H -0.3719 -0.7441 -0.1611 0.495
N -0.4271 -1.4399 1.2899 -1.074
H 0.1468 -0.7101 1.7116 0.398
H -0.0029 -2.3531 1.5256 0.385
H -1.3830 -1.3907 1.6442 0.387
```

Values from the calculation:
* highest occupied orbital energy: -10.3 eV
* Kohn-Sham gap: 11.02 eV



Most stable: b



a | Formula: C5H9ClN2
Source: OMol25
Level of theory: wB97M-V/def2-TZVPD

The geometry in XYZ format:
```
17
Properties=species:S:1:pos:R:3:nbo_charge:R:1
C -2.2885 1.2354 -1.1976 -0.470
C -0.7064 -0.5987 -1.0754 0.286
C 1.1265 -0.6158 0.6833 0.211
C 0.4515 0.4372 1.6224 -0.611
C 2.4122 -1.1110 0.7433 -0.343
H -2.2470 1.1474 -2.5689 0.189
H -2.1552 2.6134 -0.8280 0.219
H -3.5098 0.8691 -0.7575 0.215
H -0.9257 -1.2466 -1.8259 0.166
H 1.1072 -1.7371 -0.9951 0.383
H 0.5366 1.4382 0.9944 0.241
H 1.0992 0.6181 2.4128 0.219
H -0.4472 0.0811 1.8550 0.221
H 2.6189 -1.9298 0.0242 0.190
N -1.1508 0.4469 -0.5705 -0.512
N 0.4935 -1.0128 -0.4500 -0.592
Cl 3.5850 -0.6348 1.9335 -0.014
```

Values from the calculation:
* highest occupied orbital energy: -7.6 eV
* Kohn-Sham gap: 8.30 eV



b | Formula: C5H9ClN2
Source: OMol25
Level of theory: wB97M-V/def2-TZVPD

The geometry in XYZ format:
```
17
Properties=species:S:1:pos:R:3:nbo_charge:R:1
N -0.8339 1.2674 1.5402 -0.798
C -0.3233 1.1473 0.2414 -0.061
C 1.1276 0.6453 0.3362 -0.436
C 1.1122 -0.9169 0.1208 -0.086
N 1.0367 -1.2068 -1.3288 -0.575
C -0.1719 -1.2402 -0.4932 -0.133
C -1.0150 -0.0031 -0.5741 -0.199
Cl -1.2370 0.4273 -2.3170 -0.071
H -1.7885 1.6642 1.3194 0.351
H -1.0543 0.2393 1.9332 0.341
H -0.4060 2.2012 -0.2568 0.215
H 1.5934 1.0386 -0.5739 0.235
H 1.7205 0.8551 1.2912 0.229
H 1.6315 -1.5759 0.8191 0.212
H 1.2972 -2.1257 -1.5123 0.352
H -0.7473 -2.2089 -0.4172 0.216
H -1.9417 -0.2080 -0.1282 0.209
```

Values from the calculation:
* highest occupied orbital energy: -9.6 eV
* Kohn-Sham gap: 10.39 eV



Most stable: b